Model 1:
Here is an isolated ion of composition C5H12NO and charge -1 from OMol25. Energies are from the ωB97M-V functional and the def2-TZVPD basis.

Structure (XYZ):
```
19
Properties=species:S:1:pos:R:3:lowdin_charge:R:1
C -1.660 0.115 0.039 -0.2517
C -2.373 1.445 -0.351 -0.1599
C -0.369 0.461 0.840 -0.2594
N 0.750 0.189 0.005 -0.1084
C 2.077 -0.361 0.353 -0.1438
C 2.037 -1.833 -0.537 -0.5254
O 2.767 -2.756 0.023 -0.3780
H -1.475 -0.374 -0.900 0.0857
H -2.340 -0.565 0.510 0.0773
H -2.517 2.090 0.527 0.0437
H -3.503 1.294 -0.615 0.0745
H -1.836 1.848 -1.286 0.0874
H -0.466 1.619 1.143 0.1161
H -0.393 -0.039 1.764 0.0839
H 0.650 0.733 -0.755 0.0531
H 2.826 0.298 0.067 0.0418
H 2.412 -0.411 1.358 0.0683
H 2.395 -1.550 -1.520 0.0409
H 1.017 -2.203 -0.664 0.0539
```

Its HOMO-LUMO gap is 5.3 eV. The net charge is -1. As for the structure (SMILES): CCCNCC[O-]. The calculation puts the LUMO energy at 3.5 eV.


Model 2:
Here is an isolated ion of composition C5H12NO and charge -1 from OMol25. Energies are from the ωB97M-V functional and the def2-TZVPD basis.

Structure (XYZ):
```
19
Properties=species:S:1:pos:R:3:lowdin_charge:R:1
C 0.190 -2.076 -0.705 -0.1305
C 0.063 -0.817 0.075 -0.5322
C 0.955 0.255 -0.601 -0.1501
C 0.324 1.587 0.023 -0.2570
C -1.185 1.761 0.030 -0.5080
O -1.996 1.016 0.913 -0.4307
N 0.505 -1.091 1.476 0.0121
H -0.068 -1.856 -1.684 0.0315
H -0.444 -3.062 -0.315 0.1263
H 1.198 -2.352 -0.737 0.0314
H -1.002 -0.571 -0.034 0.0978
H 0.684 0.489 -1.764 0.1489
H 1.973 -0.064 -0.380 0.0883
H 0.753 1.938 1.056 0.1154
H 0.684 2.409 -0.546 0.0522
H -1.511 1.561 -1.062 0.0884
H -1.625 2.706 0.217 0.0546
H -0.079 -1.726 2.023 0.0490
H 0.578 -0.107 2.014 0.1126
```

Its HOMO-LUMO gap is 6.2 eV. The net charge is -1. As for the structure (SMILES): C[C@@H](N)CCC[O-]. The calculation puts the LUMO energy at 4.1 eV.


Model 3:
Here is an isolated ion of composition C5H12NO and charge -1 from OMol25. Energies are from the ωB97M-V functional and the def2-TZVPD basis.

Structure (XYZ):
```
19
Properties=species:S:1:pos:R:3:lowdin_charge:R:1
C 2.514 -0.635 -0.675 -0.5924
O 3.427 -0.101 -1.503 -0.3860
C 1.051 -0.337 -1.083 -0.2397
C 0.016 -0.905 -0.110 -0.2459
C -1.357 -0.214 -0.266 -0.2260
C -1.413 1.116 0.490 -0.3021
N -1.978 0.946 1.824 -0.0280
H 2.590 -1.754 -0.597 0.0766
H 2.635 -0.269 0.383 0.0726
H 0.940 0.747 -1.134 0.0945
H 0.957 -0.770 -2.077 0.0975
H -0.173 -1.972 -0.171 0.0959
H 0.413 -0.626 0.867 0.0903
H -2.120 -0.886 0.123 0.0890
H -1.457 -0.058 -1.344 0.0982
H -0.371 1.472 0.568 0.1032
H -1.975 1.898 -0.015 0.1000
H -1.361 0.541 2.519 0.0602
H -2.339 1.808 2.200 0.0422
```

Its HOMO-LUMO gap is 5.6 eV. The net charge is -1. As for the structure (SMILES): NCCCCC[O-]. The calculation puts the LUMO energy at 3.6 eV.


Stability check: which of them is most stable? model 3.


Model 1:
Here is one molecule with the formula C3H7IOS from OMol25. Energies are from the ωB97M-V functional and the def2-TZVPD basis.

Structure (XYZ):
```
13
Properties=species:S:1:pos:R:3:lowdin_charge:R:1
C -0.063 0.784 -1.244 -0.1242
C 0.057 0.767 1.243 -0.1270
C -0.212 -0.074 0.039 -0.6588
O 0.479 -2.059 1.527 -0.5462
S 0.875 -1.543 0.262 0.4845
I -0.041 -2.980 -1.557 0.4132
H 0.907 1.222 -1.101 0.0666
H 0.077 0.227 -2.203 0.0517
H -1.009 1.359 -1.533 0.1134
H 1.035 0.854 1.375 0.0323
H -0.291 0.228 2.082 0.0674
H -0.509 1.665 1.083 0.0970
H -1.304 -0.450 0.026 0.1302
```

Its HOMO-LUMO gap is 8.7 eV. The calculation puts the LUMO energy at -0.7 eV.


Model 2:
Here is a 2-piece molecular cluster, C3H7IOS overall from OMol25. Energies are from the ωB97M-V functional and the def2-TZVPD basis.

Structure (XYZ):
```
13
Properties=species:S:1:pos:R:3:lowdin_charge:R:1
C -0.250 -1.229 0.349 -0.0770
C 0.231 -0.418 -0.761 -0.3643
C 1.837 0.726 0.434 -1.0997
O -0.472 0.531 -1.361 -0.0451
S 1.797 2.428 -0.205 0.5809
I 3.588 -0.387 0.026 0.6853
H -0.488 -0.709 1.196 0.0537
H 0.588 -1.831 0.548 0.0525
H -0.961 -1.939 -0.238 0.1390
H 0.744 -0.948 -1.454 0.0778
H 1.540 0.591 1.437 -0.0505
H -0.834 1.256 -0.682 0.1745
H 1.851 1.941 -1.466 -0.1271
```

Its HOMO-LUMO gap is 8.2 eV. The calculation puts the LUMO energy at 0.5 eV.


Stability check: which of them is most stable? model 1.


Model 1:
Here is a 2-piece molecular cluster, C3H9N overall from OMol25. Energies are from the ωB97M-V functional and the def2-TZVPD basis.

Structure (XYZ):
```
13
Properties=species:S:1:pos:R:3:mulliken_spin:R:1
C 2.587 2.288 0.599 0.0000
C 2.069 2.599 2.035 0.0000
H 1.957 2.890 -0.053 0.0000
H 2.356 1.253 0.373 0.0000
H 3.650 2.455 0.773 0.0000
H 2.307 3.573 2.451 0.0000
H 0.989 2.448 2.138 0.0000
H 2.379 1.807 2.727 0.0000
C -3.434 -3.933 -2.514 -0.0247
N -4.009 -4.180 -1.450 0.8052
H -2.641 -4.669 -2.774 0.0768
H -3.598 -3.112 -3.225 0.0850
H -4.613 -3.419 -1.079 0.0577
```

Its HOMO-LUMO gap (alpha / beta) is 6.8 / 2.6 eV. The net charge is +1. Its spin multiplicity is 2. The calculation puts the LUMO energy (alpha / beta) at -6.5 / -10.7 eV.


Model 2:
Here is an isolated ion of composition C3H9N and charge +1 from OMol25. Energies are from the ωB97M-V functional and the def2-TZVPD basis.

Structure (XYZ):
```
13
Properties=species:S:1:pos:R:3:mulliken_spin:R:1
C 0.998 1.514 -0.627 0.0048
C -0.090 0.716 -0.035 0.0349
N 0.104 -0.634 0.128 0.7717
C -0.931 -1.644 0.578 -0.0090
H 1.696 1.984 0.121 0.0071
H 0.443 2.530 -1.016 0.0020
H 1.510 1.181 -1.494 -0.0013
H -0.983 0.721 -0.656 0.0889
H -0.464 1.237 0.867 0.0492
H 0.846 -1.127 -0.362 -0.0269
H -0.429 -2.611 0.806 0.0121
H -1.414 -1.019 1.489 0.0186
H -1.796 -1.972 -0.140 0.0480
```

Its HOMO-LUMO gap (alpha / beta) is 12.9 / 9.2 eV. The net charge is +1. Its spin multiplicity is 2. The calculation puts the LUMO energy (alpha / beta) at -3.3 / -7.7 eV.


Stability check: which of them is most stable? model 2.


Model 1:
Here is a 2-piece molecular cluster, C9H14 overall from OMol25. Energies are from the ωB97M-V functional and the def2-TZVPD basis.

Structure (XYZ):
```
23
Properties=species:S:1:pos:R:3:lowdin_charge:R:1
C -2.284 0.067 -0.257 -0.0556
C -0.162 1.458 -0.428 -0.0614
C -1.050 0.689 0.335 -0.2882
C 0.992 1.918 0.180 -0.0962
C 1.044 2.040 1.563 -0.1023
C -0.889 0.628 1.710 -0.0659
C 0.108 1.371 2.344 -0.0859
H -0.365 1.600 -1.483 0.1135
H 1.884 2.209 -0.361 0.1023
H -3.080 0.817 -0.302 0.0841
H -2.655 -0.761 0.342 0.0767
H 1.764 2.697 2.038 0.1000
H -1.369 -0.150 2.299 0.1107
H 0.137 1.485 3.421 0.0995
H -2.172 -0.250 -1.290 0.0632
C 1.316 -2.242 -0.627 -0.1624
C 0.752 -1.659 -1.918 -0.1646
H 1.762 -1.496 0.030 0.0585
H 0.522 -2.700 -0.029 0.0573
H 1.971 -3.112 -0.736 0.0597
H 1.012 -0.611 -1.995 0.0462
H -0.318 -1.806 -2.023 0.0497
H 1.079 -2.192 -2.814 0.0611
```

Its HOMO-LUMO gap is 10.0 eV. As for the structure (SMILES): Cc1ccccc1.CC. The calculation puts the LUMO energy at 1.0 eV.


Model 2:
Here is a 2-piece molecular cluster, C9H14 overall from OMol25. Energies are from the ωB97M-V functional and the def2-TZVPD basis.

Structure (XYZ):
```
23
Properties=species:S:1:pos:R:3:lowdin_charge:R:1
C 2.705 -1.720 1.089 -0.0573
C -1.002 -1.055 -0.860 -0.1046
C -0.967 -1.981 0.179 -0.0637
C 0.102 -0.250 -1.177 -0.1185
C 0.263 -2.170 0.853 -0.0516
C 1.321 -0.514 -0.596 -0.0391
C 1.366 -1.478 0.432 -0.2912
H -1.872 -0.937 -1.493 0.1024
H -1.913 -2.439 0.397 0.0942
H -0.037 0.430 -2.010 0.0957
H 0.373 -2.858 1.677 0.1054
H 2.181 0.096 -0.834 0.1098
H 2.585 -2.173 2.073 0.0735
H 3.325 -0.825 1.071 0.0738
H 3.248 -2.466 0.491 0.0851
C -1.397 2.636 0.606 -0.1565
C -1.574 2.522 -0.886 -0.1781
H -2.134 3.189 1.177 0.0600
H -1.411 1.615 1.018 0.0585
H -0.360 2.903 0.842 0.0682
H -1.200 1.594 -1.289 -0.0038
H -1.022 3.278 -1.460 0.0687
H -2.582 2.603 -1.303 0.0691
```

Its HOMO-LUMO gap is 10.0 eV. As for the structure (SMILES): Cc1ccccc1.CC. The calculation puts the LUMO energy at 1.0 eV.


Stability check: which of them is most stable? model 2.